--- A ---
Molecular formula: CH2N4O
Method: DFT, the ωB97M-V functional and the def2-TZVPD basis

Orbital gap ... 10.436 eV
SMILES ... Oc1nnn[nH]1

Structure (ORCA input):
```
! RIJCOSX wB97M-V def2-TZVPD def2/J DEFGRID3
* xyz 0 1
H 0.0016 1.6523 0.0131
N -0.3529 -1.4536 -0.0101
N -0.3835 0.6917 -0.0408
O 1.6854 -0.4083 -0.0522
N -1.6567 0.3510 -0.0209
N -1.6452 -0.9376 -0.0249
C 0.3657 -0.3735 -0.0010
H 1.9856 0.4781 0.1369
*
```

The computed Mulliken charges, all in e, follow: 0.225 -0.363 0.182 -0.433 -0.346 -0.147 0.583 0.301

--- B ---
Molecular formula: CH2N4O
Method: DFT, the ωB97M-V functional and the def2-TZVPD basis

Orbital gap ... 8.101 eV

Structure (ORCA input):
```
! RIJCOSX wB97M-V def2-TZVPD def2/J DEFGRID3
* xyz 0 1
N -1.3350 0.4734 0.8597
N 0.3421 -0.8855 0.1588
N 1.3548 -0.9698 -0.6290
O 1.3888 0.1800 -1.2253
C -0.3229 0.3486 0.0929
H -0.0326 -1.5679 0.8014
N 0.3907 1.0498 -0.8381
H -1.7860 1.3713 0.7795
*
```

The computed Mulliken charges, all in e, follow: -0.717 0.140 -0.196 0.046 0.498 0.315 -0.325 0.239

--- C ---
Molecular formula: CH2N4O
Method: DFT, the ωB97M-V functional and the def2-TZVPD basis

Orbital gap ... 10.214 eV
SMILES ... [H]/N=c1\nno[nH]1

Structure (ORCA input):
```
! RIJCOSX wB97M-V def2-TZVPD def2/J DEFGRID3
* xyz 0 1
O -1.8212 0.2478 -0.1197
N -0.2405 -1.1996 -0.0366
H -0.5609 1.7593 0.6825
N -1.4542 -0.9972 -0.0387
H 2.3840 -0.8773 -0.2616
N 1.7451 0.0281 -0.1123
C 0.5154 -0.0258 0.0778
N -0.5677 1.0647 -0.1913
*
```

The computed Mulliken charges, all in e, follow: -0.062 -0.216 0.309 0.016 0.300 -0.550 0.438 -0.235

--- D ---
Molecular formula: CH2N4O
Method: DFT, the ωB97M-V functional and the def2-TZVPD basis

Orbital gap ... 9.412 eV
SMILES ... [H]/N=c1\nno[nH]1

Structure (ORCA input):
```
! RIJCOSX wB97M-V def2-TZVPD def2/J DEFGRID3
* xyz 0 1
H 2.1641 -0.9990 -0.0636
C 0.4710 -0.1140 -0.0672
N -0.3768 0.9392 -0.1002
N 1.7487 -0.0355 -0.0704
O -1.6886 0.4638 -0.0608
N -1.5857 -0.9224 -0.0876
N -0.4041 -1.2414 0.0413
H -0.3286 1.9092 0.4084
*
```

The computed Mulliken charges, all in e, follow: 0.266 0.488 -0.157 -0.637 -0.094 -0.005 -0.176 0.316

Referenced to the most stable arrangement, the calculated values in kJ/mol are A 0.0; B 242.9; C 291.4; D 203.1.

--- A ---
Molecular formula: C2H4BrN
Method: DFT, the ωB97M-V functional and the def2-TZVPD basis

Orbital gap (alpha / beta) ... 8.146 / 8.152 eV

Structure (ORCA input):
```
! RIJCOSX wB97M-V def2-TZVPD def2/J DEFGRID3
* xyz 0 1
N 0.3956 0.3155 -1.4655
C 0.1974 -0.6945 0.8080
H -1.1265 1.5180 0.6434
H 0.9855 -0.1643 1.3875
H 0.4650 -1.8079 0.5484
C -0.0208 0.1610 -0.3433
H -0.7277 -0.5432 1.2790
Br -0.1686 1.2154 -2.8575
*
```

The computed Mulliken charges, all in e, follow: -0.199 -0.816 0.024 0.282 0.272 0.049 0.334 0.055

--- B ---
Molecular formula: C2H4BrN
Method: DFT, the ωB97M-V functional and the def2-TZVPD basis

Orbital gap (alpha / beta) ... 9.180 / 6.928 eV

Structure (ORCA input):
```
! RIJCOSX wB97M-V def2-TZVPD def2/J DEFGRID3
* xyz 0 1
H 1.6252 0.1109 -0.4795
C 0.8922 -0.6019 -0.4637
Br -2.0324 1.0391 2.2436
C -0.2414 0.0946 0.1418
H -1.2727 1.4919 -1.4988
N -0.6368 0.1452 1.2562
H 0.5559 -0.8578 -1.4205
H 1.1100 -1.4219 0.2209
*
```

The computed Mulliken charges, all in e, follow: 0.279 -0.802 -0.048 0.231 0.029 -0.282 0.301 0.292

Referenced to the most stable arrangement, the calculated values in kJ/mol are A 0.0; B 46.2.

--- A ---
Molecular formula: C7H13NO2S
Method: DFT, the ωB97M-V functional and the def2-TZVPD basis

Orbital gap (alpha / beta) ... 8.345 / 8.041 eV

Structure (ORCA input):
```
! RIJCOSX wB97M-V def2-TZVPD def2/J DEFGRID3
* xyz 0 1
H 0.0355 -1.2277 1.6927
H -1.7852 0.2750 -2.0308
H -3.1328 -0.7483 -0.2890
H -0.6405 1.3093 -1.5720
H -1.7685 0.6890 1.6375
C 2.4119 0.9299 -0.2077
C -0.8664 0.2012 -1.6044
O 2.7255 1.8927 -0.8769
H -2.1791 -1.7472 0.9433
C -1.0100 -0.1869 -0.0742
H 2.9308 0.4027 1.8454
C 2.2585 0.9858 1.2251
H -2.5564 1.3762 0.4304
H 1.7201 1.8280 1.6689
N 2.2858 -0.2859 -0.8423
O 2.2043 -2.3181 0.8237
H -1.8590 -1.9612 -0.5983
H -0.8211 1.8319 0.8237
C 0.1887 -0.8104 0.6055
H -0.2416 -0.4610 -2.2491
S 1.4294 -1.6852 -0.2396
C -1.5122 1.0270 0.7006
H 2.3338 -0.1165 -1.8159
C -2.1514 -1.1999 0.0032
*
```

The computed Mulliken charges, all in e, follow: 0.346 0.643 0.411 0.344 0.545 0.787 -1.738 -0.593 0.431 2.081 0.333 -0.831 0.373 0.301 -0.271 -0.594 0.520 0.370 -0.849 0.284 0.506 -1.797 0.264 -1.864

--- B ---
Molecular formula: C7H13NO2S
Method: DFT, the ωB97M-V functional and the def2-TZVPD basis

Orbital gap ... 9.054 eV
SMILES ... C[C@@](S)(C(=O)[O-])[NH+]1CCCC1

Structure (ORCA input):
```
! RIJCOSX wB97M-V def2-TZVPD def2/J DEFGRID3
* xyz 0 1
C -1.8106 0.0684 -1.8946
C 2.0355 -0.2307 0.2021
N -0.2171 0.4126 -0.0305
S -2.6609 1.4095 0.3737
H 0.9314 -0.2484 -1.6952
H -0.6914 -0.2930 1.8999
H -3.2240 0.4473 1.1515
H -1.3536 0.9300 -2.3838
H 0.4278 -1.5070 -0.5306
H -0.0301 1.3675 -0.3514
C 1.4648 -0.1647 1.6199
H -1.3839 -0.8538 -2.2855
H 1.4339 -1.1624 2.0539
O -2.8949 -1.2510 1.1858
C 0.0390 0.3723 1.4396
O -1.4193 -2.2675 -0.1700
H 2.7712 -1.0225 0.0875
C -1.6544 0.1183 -0.3892
H 2.5033 0.7168 -0.0742
C -2.0586 -1.3441 0.2972
H 2.0577 0.4727 2.2723
H -2.8729 0.0709 -2.1276
H -0.0989 1.3691 1.8564
C 0.7966 -0.4817 -0.6407
*
```

The computed Mulliken charges, all in e, follow: -1.639 -0.667 -0.169 -0.303 0.433 0.265 0.244 0.365 0.386 0.498 -0.570 0.361 0.353 -0.705 -0.461 -0.681 0.378 0.620 0.288 0.445 0.296 0.469 0.445 -0.649

Referenced to the most stable arrangement, the calculated values in kJ/mol are A 422.3; B 0.0.

--- A ---
Molecular formula: C3H13NO3
Method: DFT, the ωB97M-V functional and the def2-TZVPD basis

Orbital gap ... 9.831 eV
SMILES ... C=NCC.O.O.O

Structure (ORCA input):
```
! RIJCOSX wB97M-V def2-TZVPD def2/J DEFGRID3
* xyz 0 1
H 0.0371 2.1603 2.1764
O 1.0376 -0.7723 1.7967
H -2.9184 -0.8249 -0.7356
H 1.5174 0.7278 0.6755
H -1.1644 -2.1186 -2.3753
C -2.0225 -0.1873 -0.4667
H 2.0434 1.6408 -0.5325
H 0.3004 -0.3093 2.4492
H -2.0282 0.6235 0.2550
H 1.3538 -1.6042 -1.2608
H 0.6536 -0.7402 0.8827
C 1.0063 -1.2480 -2.2622
C -0.5419 -1.3175 -2.0739
H -0.9586 -0.7284 -3.0421
O -0.7239 1.8568 2.6999
H 1.2230 -1.9305 -3.0490
O 1.5762 1.6618 0.2843
H -1.2390 2.6822 2.7893
N -0.8310 -0.6897 -0.7575
H 1.2264 -0.2042 -2.3617
*
```

The computed Mulliken charges, all in e, follow: 0.331 -0.741 0.243 0.371 0.509 -0.429 0.281 0.376 0.284 0.218 0.276 -0.860 -0.580 0.259 -0.623 0.377 -0.630 0.288 -0.127 0.178

--- B ---
Molecular formula: C3H13NO3
Method: DFT, the ωB97M-V functional and the def2-TZVPD basis

Orbital gap ... 10.156 eV
SMILES ... CCNCO.O.O

Structure (ORCA input):
```
! RIJCOSX wB97M-V def2-TZVPD def2/J DEFGRID3
* xyz 0 1
H -3.9129 2.8596 3.2664
H -3.3770 -1.2956 -1.2340
N -0.6976 -0.3975 -0.2240
H -3.3030 2.7131 4.7094
H 0.3207 -2.2362 -0.8348
C -1.9447 -0.0580 -0.9264
H -2.6303 0.4143 -0.2136
H 7.5055 0.1348 0.4327
H -1.8668 0.8369 -1.5437
H 2.1534 -1.3836 -0.0394
O -3.9774 2.4365 4.1215
H 1.8541 0.3074 -0.7572
H -0.0525 -0.9389 -2.0330
C 0.2551 -1.2156 -1.0954
O -2.6577 -1.0408 -1.7800
C 1.7080 -0.7676 -0.8751
H -1.0869 -0.9078 0.6149
O 6.7522 0.5534 -0.0262
H 5.9721 -0.1091 -0.0619
H 2.2587 -0.9569 -1.8780
*
```

The computed Mulliken charges, all in e, follow: 0.320 0.296 -0.355 0.316 0.202 -0.590 0.404 0.328 0.331 0.259 -0.635 0.319 0.392 -0.276 -0.508 -1.016 0.260 -0.654 0.326 0.282

Referenced to the most stable arrangement, the calculated values in kJ/mol are A 82.7; B 0.0.